Molecular formula: C2H4ClIO2S
Method: DFT, the ωB97M-V functional and the def2-TZVPD basis

Geometry as XYZ:
```
11
Properties=species:S:1:pos:R:3:forces:R:3:mulliken_charge:R:1
Cl 1.895479 -1.790132 0.193931 0.5 -0.8 0.7 -0.037
O 0.488265 0.401087 1.697336 0.5 -0.9 2.1 -0.531
O 0.146637 1.774687 -0.209914 -0.8 1.1 -1.4 -0.565
C -1.774018 -0.165370 0.359625 2.8 1.8 -0.6 -0.888
C 0.945835 -0.751146 -0.661156 -0.5 1.1 -0.8 -0.459
H -1.964471 -0.228408 -0.700164 -0.9 0.5 -0.1 0.356
S -0.017224 0.503160 0.391909 -0.1 -2.2 -1.8 0.967
H -1.678751 -1.135011 0.740739 0.0 -1.4 0.8 0.328
H 1.062013 -0.921564 -1.774696 -0.8 0.9 1.4 0.440
I 3.141518 1.778839 -1.077759 0.0 -0.1 0.0 0.039
H -2.245283 0.533858 1.040149 -0.7 0.0 -0.4 0.350
```
Positions in Å, forces in eV/Å.

Results
**Calculated total energy**: -1385.0235 Eh
**Spin multiplicity**: 1
**Strongest force on any atom**: 3.36 eV/Å
**Molecular weight**: 254.5 g mol⁻¹

Molecular formula: C17H43BaO19S5
Method: DFT, the ωB97M-V functional and the def2-TZVPD basis

Geometry as XYZ:
```
85
Properties=species:S:1:pos:R:3:forces:R:3:mulliken_charge:R:1
H -0.035328 0.328427 -3.908510 0.0 0.0 0.4 0.307
C 1.212105 -5.870012 -2.053159 -0.5 0.2 0.1 -1.048
H -1.374720 -2.614019 -1.214488 -0.4 0.1 0.0 -0.068
O 2.929413 -3.659222 0.213369 -0.1 -0.2 0.4 -0.760
H 1.920915 -1.142934 -4.642261 0.0 0.0 0.1 0.385
C 2.603119 1.448343 -0.895804 -0.1 1.9 0.8 0.263
O -1.226194 2.690531 -1.168690 0.1 -0.5 0.8 -0.621
H -2.044535 4.303738 -0.135379 0.0 0.3 -0.1 -0.023
H 0.713259 -2.455369 -4.855195 0.2 0.0 0.3 0.253
C 1.946663 -4.579398 -2.292517 0.4 0.2 -0.3 -0.428
O -2.016508 -0.010889 -1.864918 0.0 -0.1 0.9 -0.155
H 3.115667 0.179887 2.245778 0.0 -0.3 -0.4 0.039
H 1.619332 -6.701516 -2.625106 0.1 0.0 0.0 0.439
H -1.865742 1.367296 -4.294016 -0.3 0.4 0.4 0.287
H 0.147383 2.003392 4.481214 0.2 -0.1 -0.1 -0.183
H -3.972466 -0.801207 -0.206024 0.0 0.3 0.4 0.123
H -4.816171 -2.260185 -0.277803 -0.6 -0.3 0.6 0.381
C 1.437260 4.658980 0.352577 -0.2 -0.9 0.3 -0.456
O 0.583479 -0.582582 2.728972 -0.8 0.0 -0.1 -0.497
C -4.344779 -1.599480 0.442297 1.3 0.3 -0.8 -0.924
O 1.262385 -3.543276 -1.554552 -0.3 0.4 0.2 -0.236
C -1.701605 -3.622917 -0.960288 0.7 0.1 0.2 0.607
H -4.872248 -1.229124 1.311189 -0.5 -0.1 -0.2 0.416
C 0.517643 1.194249 5.117919 -0.8 1.0 -0.4 0.297
H 1.636849 3.829488 -0.339123 0.1 0.1 0.0 0.015
S 2.096280 -2.716036 -0.471222 2.1 0.2 -1.1 1.089
O 2.763055 3.783469 2.407507 0.1 0.0 0.7 -0.735
S -2.483316 -0.537206 -3.095481 -0.1 -0.2 -1.2 1.148
H -1.032784 4.710850 3.826828 0.0 -0.2 -0.1 0.237
H -0.302739 0.474785 5.113627 0.4 -0.4 0.2 0.434
O -1.316553 -1.329289 -3.801442 0.0 -0.1 0.0 -0.488
C -2.216715 -4.374428 -2.157676 -0.5 -0.7 0.9 -1.540
H -2.455003 -5.405402 -1.869267 0.3 0.0 0.0 0.434
H -3.184733 -3.958708 -2.426976 0.3 0.3 -0.6 0.340
H 2.587523 -1.321833 -2.329642 0.0 0.2 0.1 -0.057
H 2.275985 5.344085 0.315465 -0.2 0.3 0.0 0.327
H -2.101481 6.745969 3.152319 -0.1 -0.2 -0.3 0.394
H -2.099558 4.364782 -1.964514 0.1 0.4 0.3 0.279
C 3.129503 -1.666967 -1.456696 0.0 -0.2 0.5 -0.360
H -3.200090 3.358635 -1.078135 0.0 0.0 0.2 0.160
H 0.578191 -1.002117 -5.772636 0.1 0.1 0.1 0.427
S 1.424931 3.912502 1.957201 1.3 1.0 -1.4 1.008
C -1.074605 6.577016 2.832837 0.5 0.8 -0.3 -1.410
C -2.770645 0.762361 -4.253775 0.7 -0.3 -0.3 -1.044
C 3.154097 -0.664060 2.947208 0.1 0.3 0.2 -0.469
O 1.659040 0.968371 -1.665810 0.0 -0.8 0.2 -0.550
O -1.757864 -1.532019 0.966054 -0.1 -0.2 -0.1 -0.226
C -2.126367 3.700854 -1.071474 -0.3 -0.7 -0.4 -0.782
H -1.469062 -4.412548 -2.944258 -0.2 0.3 -0.2 0.233
S -2.883612 -2.415174 1.066168 -0.6 -0.3 -0.1 1.156
H 3.969607 -0.492011 3.646170 -0.2 -0.1 0.3 0.404
O -2.744821 -3.616402 0.050783 0.1 0.3 -0.2 -0.504
C 0.011942 -0.742546 -3.713561 0.7 0.1 -0.2 0.856
H 1.946729 -4.261148 -3.338397 -0.3 -0.1 0.0 0.260
C -0.682171 5.124739 2.876282 -0.3 0.1 0.8 0.276
H 4.044311 -2.204464 -1.693632 0.0 -0.1 -0.1 0.490
O 0.756236 5.030766 2.891475 -0.1 -0.2 -0.2 -0.341
H 0.431764 5.037600 0.177474 0.1 0.3 -0.2 0.188
H 3.280233 -1.641889 2.486577 -0.1 0.1 -0.3 0.277
H -0.887916 6.997101 1.841343 -0.4 -0.1 -0.1 0.294
O 1.458213 -1.741400 4.701325 0.0 -0.1 0.2 -0.679
H -1.111416 4.538917 2.064700 0.1 0.1 -0.1 0.102
C 0.867869 -1.375411 -4.786027 -0.4 -0.2 -0.6 -1.580
Ba -0.149058 0.576141 0.319117 1.1 1.6 -1.3 1.393
H -0.835089 -4.069430 -0.479997 0.0 -0.3 -0.2 0.467
H 3.002645 -4.618133 -2.024015 -0.1 -0.1 0.4 0.514
H 0.165535 -5.715712 -2.326919 0.1 -0.2 -0.2 0.082
H 0.590151 2.832152 6.538836 -0.2 0.0 -0.1 0.313
H -3.670097 1.303166 -3.986470 0.1 0.2 0.1 0.392
O -3.195952 -3.008363 2.320769 -0.1 0.0 0.3 -0.688
H 0.425960 -0.914449 -2.722143 -0.2 0.2 0.1 -0.376
H 1.197195 -6.106867 -0.989426 0.3 -0.1 0.0 0.304
S 1.590046 -0.694588 3.737332 1.0 0.5 0.0 0.831
O -3.599526 -1.429548 -3.133477 -0.3 -0.1 0.2 -0.696
C 0.830513 1.769748 6.489657 0.4 0.1 0.3 -1.313
O 3.346317 2.417151 -1.233850 -0.3 -0.8 -0.4 -0.867
O 1.704884 0.707630 4.475696 0.0 -0.4 0.3 -0.266
O 0.552823 2.789480 1.903355 -1.1 -0.9 0.6 -0.089
H -2.848820 0.289304 -5.231684 -0.4 -0.1 0.1 0.362
H -0.450746 7.193042 3.486143 0.1 -0.3 0.2 0.349
O 2.646515 1.027319 0.358223 -0.7 -0.9 -0.3 -0.673
O 1.220002 -1.876562 0.257937 -1.3 -0.4 0.1 -0.223
H 3.333809 -0.816067 -0.791932 0.0 0.1 -0.1 0.062
H 1.904252 1.719272 6.678170 0.0 -0.1 -0.1 0.324
H 0.329412 1.271403 7.318506 -0.1 -0.1 -0.1 0.337
```
Positions in Å, forces in eV/Å.

Results
**Net charge**: -1
**Calculated total energy**: -4119.6275 Eh
**Spin multiplicity**: 1
**Strongest force on any atom**: 2.42 eV/Å
**Molecular weight**: 849.2 g mol⁻¹

Molecular formula: C20H23ClN2O2
Method: DFT, the ωB97M-V functional and the def2-TZVPD basis

Geometry as XYZ:
```
48
Properties=species:S:1:pos:R:3:forces:R:3:mulliken_charge:R:1
H 0.077101 1.878524 -0.163267 -0.1 0.0 0.1 0.214
C -0.404583 0.108622 0.942843 -0.2 0.6 0.3 -0.419
C 1.437508 -0.608408 -2.703408 -0.1 -0.1 -0.1 -1.508
H -2.218665 0.583375 -0.263128 0.0 -0.1 0.0 0.519
C -4.170507 -1.369958 -0.697150 0.3 0.1 0.1 -0.059
H 2.092080 -0.486697 -3.562403 0.0 0.1 0.0 0.442
H 5.405752 -1.694476 -0.549828 0.1 0.0 0.0 0.406
C -6.332706 -2.225323 -0.116710 0.2 0.1 0.0 0.328
C 2.306769 3.606278 0.255054 0.0 -0.2 0.2 -0.340
N 1.249327 1.757982 1.631765 0.1 -0.3 0.0 -0.258
O -1.089507 -1.877523 -1.591243 0.0 -0.2 -0.1 -0.662
C -1.738460 -0.255225 0.257901 0.1 0.2 -0.1 -0.130
H 0.882827 0.317779 -2.549542 -0.1 0.1 0.0 0.265
H 4.233835 2.645087 0.436550 0.1 0.0 0.1 0.284
C 3.589772 -1.220212 -1.572208 0.0 0.0 0.1 -0.822
C -0.869396 -1.130498 -0.676216 -0.6 -0.3 -0.2 0.204
C 2.228575 -0.956153 -1.483403 -0.1 0.0 0.1 0.878
H 2.596144 3.132063 2.337929 0.0 0.1 0.0 0.407
O -2.627235 -0.890428 1.132353 0.1 -0.1 0.1 -0.384
C -3.830200 -1.324546 0.649333 -0.4 -0.1 -0.1 0.265
H 4.334610 -1.737243 1.680456 0.0 0.0 0.1 0.422
H -4.468322 -1.710168 2.647708 0.0 0.0 0.1 0.411
H -0.756690 2.179324 1.380290 0.0 0.0 -0.1 0.479
C 3.431005 2.733118 -0.292742 -0.2 0.2 0.0 -0.773
C -5.423555 -1.819845 -1.077187 -0.2 0.0 0.2 -0.946
H 3.077385 1.732057 -0.534566 0.0 -0.1 0.0 -0.043
H 4.063013 -1.191578 -2.542927 0.0 0.0 -0.1 0.384
C -5.998770 -2.195605 1.229147 0.0 0.0 -0.1 -0.530
H 1.957184 1.115503 1.289868 -0.1 0.1 0.1 0.174
C 4.348703 -1.500259 -0.450391 0.1 0.0 0.0 -0.739
H 0.709723 -1.389042 -2.922273 0.0 0.1 -0.1 0.331
C -4.751847 -1.744532 1.608038 0.3 0.1 -0.1 -0.388
C 2.396402 -1.276250 0.913360 -0.1 -0.1 -0.1 -0.179
H -3.461360 -1.089328 -1.458613 0.1 0.0 -0.1 0.401
C 0.015230 1.571329 0.896266 -0.1 -0.2 0.0 -0.546
H 3.839264 3.169767 -1.201138 0.1 0.0 -0.1 0.397
N 0.265128 -0.730797 -0.053482 0.3 0.1 0.1 0.602
Cl -7.898525 -2.781907 -0.596822 -0.2 -0.1 -0.1 -0.225
H -5.686725 -1.859111 -2.122336 0.0 0.0 -0.1 0.403
C 3.750887 -1.523085 0.798295 0.0 0.0 0.1 -0.645
C 1.632743 -1.000034 -0.217944 0.5 -0.2 -0.1 0.155
H 1.489724 3.647946 -0.468389 0.0 0.1 0.0 0.237
H 2.672617 4.625251 0.393100 -0.1 0.1 0.0 0.385
H 0.990706 3.777850 1.962501 0.1 0.0 0.1 0.419
H -0.334061 -0.278360 1.961980 -0.1 0.0 0.0 0.301
H -6.710768 -2.520435 1.971177 -0.1 0.0 0.1 0.411
H 1.918238 -1.301458 1.880851 -0.1 0.0 0.1 0.426
C 1.779631 3.106627 1.610550 0.1 0.2 -0.1 -0.952
```
Positions in Å, forces in eV/Å.

Results
**Calculated total energy**: -1496.0972 Eh
**Spin multiplicity**: 1
**Strongest force on any atom**: 0.68 eV/Å
**Molecular weight**: 358.9 g mol⁻¹
**SMILES string**: CCCNC[C@H]1[C@H](Oc2ccc(Cl)cc2)C(=O)N1c1ccccc1C

Molecular formula: C4H7NO3S
Method: DFT, the ωB97M-V functional and the def2-TZVPD basis

Geometry as XYZ:
```
16
Properties=species:S:1:pos:R:3:forces:R:3:mulliken_charge:R:1
H -1.005216 -1.237588 1.503842 1.2 -0.7 0.2 0.352
H -2.653201 -1.703640 1.087628 1.0 2.0 -0.4 0.299
O 1.499779 2.312806 -0.021010 -2.2 3.6 -1.3 -0.538
C -1.852532 -0.862130 0.989532 -0.9 -0.7 1.7 -0.874
N 1.375108 -1.136306 -0.342666 -1.8 2.9 0.9 0.003
H -1.993401 0.107058 1.500741 -1.0 -0.6 -0.1 0.311
H 1.812232 -2.862250 -0.362378 -0.9 -1.8 0.3 0.359
H 0.917662 3.136794 -0.361139 2.0 -2.8 1.4 0.371
S -1.496031 -0.439224 -0.668896 0.9 1.1 -0.8 0.449
C 1.772167 0.093054 -0.374194 1.6 -2.3 -0.8 -0.212
C 0.794808 1.174694 -0.240180 2.5 -0.7 -0.2 0.884
C -0.495942 1.065852 -0.352721 -1.3 -1.3 0.5 -1.062
O -2.747367 0.198316 -1.099741 -1.2 0.1 -0.8 -0.651
H -1.076780 1.926860 -0.122990 -0.9 0.5 -0.1 0.411
O 2.273704 -2.076909 -0.539274 2.6 0.7 -0.7 -0.436
H 2.875007 0.302612 -0.596548 -1.6 0.0 0.4 0.332
```
Positions in Å, forces in eV/Å.

Results
**Calculated total energy**: -835.1301 Eh
**Spin multiplicity**: 1
**Strongest force on any atom**: 4.38 eV/Å
**Molecular weight**: 149.2 g mol⁻¹